A 8-piece molecular cluster, C29H56O14S4 overall. Source: the OMol25 dataset; level of theory: ωB97M-V with the def2-TZVPD basis set.

Relative energy (zero: lowest compared OMol25 entry of this formula, charge and spin) (kJ/mol): 0.0
SMILES string: C[C@H]1COC(=O)O1.O=S1(=O)CCCC1.O=S1(=O)CCCC1.O=S1(=O)CCCC1.O=S1(=O)CCCC1.CC(C)=O.CC(C)=O.CC(C)=O
Kohn-Sham gap (eV): 9.49
Lowest unoccupied orbital energy (eV): 0.2296
HOMO energy (eV): -9.26
Total charge: 0

Positions of all 103 atoms, in Å:
C -6.3474 -2.9604 0.9121
C -5.2487 -1.9621 0.3650
C -3.9015 -2.3521 0.9486
O -3.1731 -2.8826 -0.1236
C -3.8076 -2.6297 -1.2957
O -3.3153 -2.8223 -2.4349
O -4.9778 -2.0704 -1.0122
H -6.3151 -3.9924 0.5628
H -7.3351 -2.5211 0.7718
H -6.1147 -2.9950 1.9764
H -5.4949 -0.9097 0.5061
H -3.9439 -3.1890 1.6456
H -3.2816 -1.6096 1.4510
O 1.5328 -0.2947 -3.7907
S 0.6207 -0.5088 -4.9340
O 1.0456 -1.0705 -6.2359
C -0.8165 -1.3893 -4.4248
C -2.0210 -0.6491 -5.0859
C -1.6553 0.7731 -5.4065
C -0.1645 1.0147 -5.4448
H -0.6915 -1.1640 -3.3657
H -0.5369 -2.4152 -4.6644
H -2.2414 -1.1934 -6.0042
H -2.9390 -0.6196 -4.4989
H -2.2569 1.4305 -4.7788
H -2.0125 1.0233 -6.4054
H 0.1108 1.8579 -4.8114
H 0.3569 1.2537 -6.3717
O 1.1693 2.7305 0.4520
S 0.3526 2.1896 -0.6066
O 0.3999 2.5177 -2.0605
C 0.6615 0.3231 -0.5210
C -0.6797 -0.3805 -0.2344
C -1.8432 0.6363 -0.6253
C -1.3567 2.0144 -0.1078
H 1.4292 0.0869 0.2158
H 1.0147 0.0054 -1.5021
H -0.8176 -1.4081 -0.5705
H -0.6729 -0.5555 0.8415
H -2.7969 0.3862 -0.1605
H -2.1980 0.7182 -1.6527
H -1.5986 2.0287 0.9549
H -1.8611 2.9082 -0.4750
O 2.3305 0.6294 5.4675
S 2.9946 0.2508 4.2004
O 3.2180 -1.1517 3.8415
C 2.4207 1.4112 2.9137
C 3.6675 1.8320 2.1072
C 4.7251 2.1708 3.1555
C 4.7003 1.0552 4.2625
H 2.0949 2.1019 3.6914
H 1.4800 1.0960 2.4624
H 3.9432 0.9550 1.5216
H 3.4833 2.7016 1.4764
H 4.5633 3.1987 3.4801
H 5.6692 2.1108 2.6141
H 4.8065 1.3539 5.3053
H 5.4202 0.2936 3.9630
O 2.3828 -2.6614 -1.2795
S 3.6391 -1.9455 -1.3961
O 3.6853 -0.4728 -1.2368
C 4.8213 -2.8363 -0.2116
C 5.4612 -3.8647 -1.1662
C 5.6712 -3.2240 -2.5881
C 4.3796 -2.3204 -3.0629
H 4.4076 -3.1845 0.7348
H 5.5829 -2.1343 0.1279
H 6.3287 -4.3066 -0.6760
H 4.6237 -4.5588 -1.0963
H 6.1038 -3.9298 -3.2972
H 6.6380 -2.7208 -2.5815
H 3.6168 -2.8653 -3.6190
H 4.6705 -1.3509 -3.4674
C -3.9878 3.7121 1.8464
C -4.5326 2.2609 2.2825
C -4.7654 2.0581 3.7947
O -4.8096 1.4767 1.3693
H -3.9075 4.4537 2.6412
H -4.5869 4.0479 1.0000
H -2.9624 3.5413 1.5185
H -5.8451 1.9912 3.9289
H -4.2389 2.8393 4.3429
H -4.3757 1.1088 4.1623
C 1.0169 -3.2203 2.1380
C 1.3514 -4.3610 3.1495
C 2.0535 -5.5360 2.5604
O 0.9768 -4.3465 4.3042
H 0.9231 -3.5869 1.1158
H 1.8393 -2.5257 1.9670
H 0.0270 -2.8228 2.3621
H 1.3506 -6.1868 2.0403
H 2.4981 -6.0879 3.3886
H 2.7235 -5.0409 1.8574
C -1.3315 6.0006 1.3211
C -2.0342 6.0099 0.0093
C -1.2619 5.7387 -1.2701
O -3.2225 6.1817 0.0009
H -0.7500 5.0903 1.4672
H -2.0075 6.1893 2.1550
H -0.8071 6.9409 1.4907
H -1.9072 5.4764 -2.1085
H -0.5456 4.9854 -0.9420
H -0.6874 6.6254 -1.5380

A 24-piece molecular cluster, C29H57Cl46IO4S overall. Source: the OMol25 dataset; level of theory: ωB97M-V with the def2-TZVPD basis set.

Kohn-Sham gap (eV): 10.02
Lowest unoccupied orbital energy (eV): -0.1626
HOMO energy (eV): -10.18
Total charge: 0

Positions of all 138 atoms, in Å:
C 4.3658 -0.2824 -1.0118
C 5.8530 -0.1697 -1.3098
C 6.6404 -0.9808 -0.2862
I 8.1594 0.1864 0.7181
C 7.1485 -2.3564 -0.7807
C 8.6035 -2.4563 -1.2293
S 9.2630 -1.2879 -2.4171
O 8.2343 -0.5844 -3.1194
O 10.1605 -2.0401 -3.2465
O 6.1455 -2.8357 -1.6822
C 6.4851 -3.2224 -2.9505
O 5.8570 -2.8242 -3.9080
H 4.0962 -1.3303 -1.0651
H 3.7752 0.2962 -1.7017
H 4.1469 0.0245 0.0031
H 6.1469 0.8681 -1.2887
H 5.9849 -0.5186 -2.3235
H 5.9479 -1.2022 0.5097
H 7.0950 -3.0080 0.0844
H 9.2062 -2.3390 -0.3377
H 8.8701 -3.4324 -1.6013
H 10.0467 -0.4691 -1.6735
H 7.2690 -3.9752 -3.0720
C 3.3312 0.5715 3.5417
Cl 2.0744 -0.2126 2.5824
Cl 4.8470 0.6795 2.6340
H 3.0092 1.5728 3.7899
H 3.4986 -0.0030 4.4457
C 1.0323 1.9330 -2.3477
Cl -0.6047 1.3861 -2.7130
Cl 1.4607 1.5719 -0.6754
H 1.7156 1.4108 -3.0065
H 1.1002 3.0032 -2.5057
C 2.8285 -0.3573 -5.5303
Cl 3.9765 0.6516 -4.6402
Cl 1.4608 -0.8542 -4.5203
H 2.4477 0.2129 -6.3684
H 3.3438 -1.2442 -5.8778
C 2.5153 3.9598 6.3491
Cl 2.0476 2.5330 7.2813
Cl 3.7092 3.5651 5.1060
H 1.6352 4.3647 5.8653
H 2.9466 4.6919 7.0202
C -3.4120 2.4550 -0.0556
Cl -5.0116 1.7884 -0.4157
Cl -2.9065 2.0800 1.5972
H -2.6961 2.0237 -0.7447
H -3.4469 3.5240 -0.1708
C 8.1023 2.2808 -4.5820
Cl 7.2823 2.7414 -6.0832
Cl 8.1102 3.6075 -3.4099
H 7.5882 1.4323 -4.1498
H 9.1271 2.0153 -4.8123
C 0.4024 -3.5410 3.5929
Cl -0.7339 -4.7477 4.1966
Cl 1.4972 -3.0122 4.8842
H 0.9890 -3.9799 2.7955
H -0.1435 -2.6856 3.2293
C -8.6911 1.0523 0.1002
Cl -9.9043 1.6127 -1.0599
Cl -8.8834 -0.6600 0.4763
H -7.7102 1.2007 -0.3318
H -8.7926 1.6236 1.0151
C -1.4455 -1.6405 0.2574
Cl 0.2229 -1.9189 0.7819
Cl -2.5813 -2.6688 1.1398
H -1.6958 -0.6022 0.4436
H -1.5178 -1.8635 -0.7999
C -3.3951 5.0294 -2.8744
Cl -3.4899 3.9460 -4.2665
Cl -1.9766 4.6810 -1.8752
H -3.3257 6.0497 -3.2298
H -4.2871 4.8995 -2.2713
C 4.8163 3.6833 0.7896
Cl 3.4758 4.8415 0.8302
Cl 5.4842 3.5052 -0.8358
H 5.5983 4.0346 1.4522
H 4.4536 2.7181 1.1183
C -12.9758 2.5943 0.4991
Cl -11.9336 3.6480 1.4621
Cl -14.3390 1.9789 1.4424
H -13.3599 3.1591 -0.3413
H -12.3893 1.7516 0.1540
C 3.8059 -6.0190 5.3178
Cl 3.3037 -7.3807 6.3236
Cl 4.9494 -6.5171 4.0600
H 2.9285 -5.5977 4.8435
H 4.2861 -5.2809 5.9432
C 10.7777 3.6969 -6.7436
Cl 11.3008 3.3265 -8.3918
Cl 11.0476 5.3928 -6.3322
H 9.7170 3.4855 -6.6650
H 11.3438 3.0793 -6.0562
C -17.9111 1.2354 2.6292
Cl -19.1002 1.8019 1.4507
Cl -18.1325 -0.4727 3.0232
H -16.9223 1.3682 2.2109
H -18.0186 1.8167 3.5366
C -0.7073 -8.3713 5.3943
Cl 0.3795 -8.1759 4.0155
Cl -2.1844 -7.4043 5.2349
H -0.9892 -9.4146 5.4605
H -0.1873 -8.0614 6.2936
C -12.8652 -1.2546 3.9209
Cl -11.7744 -0.8306 2.5911
Cl -14.4435 -0.4863 3.7240
H -12.9984 -2.3261 3.9373
H -12.4268 -0.9148 4.8515
C 1.2936 -4.3709 8.8798
Cl 0.0258 -5.1213 7.9051
Cl 2.8260 -4.2740 8.0003
H 0.9828 -3.3673 9.1419
H 1.4468 -4.9648 9.7721
C 12.0727 4.1077 -12.1981
Cl 10.7311 3.2748 -12.9917
Cl 13.4811 4.2424 -13.2580
H 11.7486 5.1033 -11.9222
H 12.3558 3.5477 -11.3157
C 3.2121 7.9245 3.2249
Cl 2.0338 6.7574 3.8365
Cl 4.3188 8.4664 4.4914
H 3.7877 7.4498 2.4391
H 2.6780 8.7835 2.8384
C -5.7078 0.7514 -4.8894
Cl -6.2406 -0.2986 -6.2072
Cl -6.9942 1.0385 -3.7136
H -4.8764 0.2769 -4.3819
H -5.4029 1.7032 -5.3057
C -12.5089 -5.3757 1.9623
Cl -11.5250 -4.2932 2.9571
Cl -13.7827 -6.1575 2.9038
H -12.9679 -4.7939 1.1725
H -11.8656 -6.1398 1.5445
C -6.0913 -3.1024 -0.3107
Cl -5.6225 -1.4041 -0.2306
Cl -6.0946 -3.7060 -1.9726
H -5.3845 -3.6838 0.2690
H -7.0905 -3.2036 0.0972

A 6-piece molecular cluster, C29H57N3O11 overall. Source: the OMol25 dataset; level of theory: ωB97M-V with the def2-TZVPD basis set.

Relative energy (zero: lowest compared OMol25 entry of this formula, charge and spin) (kJ/mol): 0.0
Kohn-Sham gap (eV): 3.71
Lowest unoccupied orbital energy (eV): -3.1611
HOMO energy (eV): -6.87
Total charge: 0

Positions of all 100 atoms, in Å:
C 11.0814 -12.5639 7.8732
C 10.3572 -11.5719 8.7895
C 10.2679 -10.2675 8.0276
C 9.3640 -9.2299 8.6614
C 7.9253 -9.7419 8.6936
C 7.8818 -11.1118 9.4624
N 8.9348 -12.0636 8.9827
O 8.7796 -13.2589 9.1461
C 6.5185 -11.7598 9.1384
C 7.9908 -10.8698 10.9809
C 11.0921 -11.5378 10.1665
H 11.2243 -13.4962 8.4171
H 12.0300 -12.1501 7.5312
H 10.5418 -12.7315 6.9383
H 9.9057 -10.4704 7.0129
H 11.2121 -9.8239 7.7037
H 9.3907 -8.3129 8.0699
H 9.7609 -8.9366 9.6367
H 7.5741 -9.7840 7.6597
H 7.2308 -8.9974 9.0861
H 5.7270 -11.0404 9.3494
H 6.3753 -12.6473 9.7519
H 6.4488 -12.0207 8.0823
H 8.9478 -10.4441 11.2730
H 7.9264 -11.8342 11.4928
H 7.1638 -10.3119 11.4150
H 10.8493 -12.3535 10.8451
H 11.0076 -10.5707 10.6623
H 12.1678 -11.6075 9.9982
C 12.2789 -16.6648 1.5213
C 11.9337 -16.8031 3.0152
C 11.5648 -15.4350 3.6127
C 10.8811 -15.5831 4.9585
C 9.6444 -16.4451 4.9354
C 9.7809 -17.8683 4.2788
N 10.7738 -17.7720 3.0834
O 10.8513 -18.7592 2.4343
C 8.4610 -18.2051 3.6569
C 10.3396 -18.7753 5.3844
C 13.1252 -17.4079 3.7627
H 12.2024 -17.6079 0.9857
H 13.2648 -16.2425 1.3294
H 11.5824 -15.9569 1.0666
H 10.7473 -15.0928 2.9664
H 12.3627 -14.7057 3.7277
H 10.5441 -14.6397 5.3949
H 11.6033 -15.8945 5.7256
H 8.9082 -15.9655 4.2818
H 9.1600 -16.4007 5.9102
H 8.4841 -19.1104 3.0443
H 8.2901 -17.4840 2.8530
H 7.6617 -18.2511 4.3941
H 9.5087 -19.0948 6.0124
H 11.1033 -18.3391 6.0282
H 10.7851 -19.6998 5.0064
H 14.0418 -16.8409 3.6153
H 13.2372 -18.4765 3.5909
H 12.9063 -17.2155 4.8160
C 4.2025 -14.4360 8.1548
C 3.1588 -14.0225 7.1027
C 3.7663 -13.0657 6.1141
N 2.7985 -12.5476 5.0723
C 1.8059 -11.6210 5.7633
C 2.0164 -13.6037 4.2608
C 1.7568 -12.8915 2.9444
C 2.9794 -12.0182 2.6689
C 3.6011 -11.7764 4.0265
H 3.6829 -14.9766 8.9477
H 4.6999 -13.6364 8.7037
H 4.9214 -15.0845 7.6547
H 2.3382 -13.5316 7.6332
H 2.8213 -15.0112 6.7914
H 4.6064 -13.4862 5.5592
H 4.2854 -12.2400 6.6072
H 1.2309 -11.1714 4.9569
H 2.4076 -10.8766 6.2805
H 1.1892 -12.1571 6.4772
H 1.0458 -13.9400 4.6255
H 2.6414 -14.4948 4.1826
H 0.8332 -12.3171 2.8578
H 1.5780 -13.7361 2.2745
H 2.8314 -11.0724 2.1471
H 3.7034 -12.4780 1.9936
H 3.4703 -10.7294 4.3105
H 4.6828 -11.9000 4.0814
O 4.4284 -15.7423 4.5734
C 5.0373 -16.7923 5.2458
O 6.2307 -16.6101 5.5996
O 4.3849 -17.8272 5.3930
H 5.1690 -15.1333 4.4234
O 7.2534 -14.1333 6.4890
C 7.5386 -13.2554 5.5097
O 7.0675 -13.4099 4.3671
O 8.3576 -12.3287 5.7196
H 6.9030 -14.8772 5.9206
O 7.2357 -15.4273 2.4173
C 8.5491 -15.3526 1.9766
O 9.1197 -16.4183 1.6133
O 9.0876 -14.2315 1.9853
H 7.1028 -14.5951 2.8995

A 9-piece molecular cluster, C29H58Br6O11 overall. Source: the OMol25 dataset; level of theory: ωB97M-V with the def2-TZVPD basis set.

Relative energy (zero: lowest compared OMol25 entry of this formula, charge and spin) (kJ/mol): 46.7
SMILES string: CCOC(C)=O.CCOC(C)=O.CCOC(C)=O.CCOC(C)=O.CCOC(C)=O.CC(C)=O.BrCCBr.BrCCBr.BrCCBr
Kohn-Sham gap (eV): 10.00
Lowest unoccupied orbital energy (eV): 0.2052
HOMO energy (eV): -9.79
Total charge: 0

Positions of all 104 atoms, in Å:
C -5.4309 -27.4248 -11.9492
C -6.5875 -27.9722 -11.0941
O -6.7034 -29.3762 -11.1591
C -7.4541 -30.1202 -10.3938
C -7.3073 -31.6088 -10.6532
O -8.2764 -29.6862 -9.5869
H -5.5374 -27.6003 -13.0197
H -4.4906 -27.9032 -11.6755
H -5.2218 -26.3662 -11.7953
H -6.4500 -27.7178 -10.0432
H -7.5253 -27.4618 -11.3133
H -6.9197 -32.1356 -9.7812
H -6.4069 -31.6606 -11.2652
H -8.1361 -32.1632 -11.0934
C 5.9714 -22.1156 -12.0612
C 5.2002 -22.5938 -10.8599
O 3.7443 -22.5394 -11.0275
C 3.2308 -21.3182 -10.9745
C 1.7547 -21.2417 -11.2671
O 3.7576 -20.2698 -10.6078
H 5.7212 -22.6475 -12.9792
H 7.0604 -22.1012 -12.0170
H 5.7197 -21.0770 -12.2757
H 5.4528 -23.6299 -10.6346
H 5.4955 -22.0933 -9.9377
H 1.3704 -20.5253 -10.5411
H 1.3623 -22.2554 -11.1868
H 1.4918 -20.8467 -12.2484
C -4.4938 -5.4866 -15.5842
C -4.3498 -5.2964 -14.1216
O -4.4440 -6.6038 -13.5738
C -4.7664 -6.8454 -12.2755
C -4.5692 -8.2399 -11.8870
O -5.3251 -6.0509 -11.4387
H -5.3787 -5.9919 -15.9714
H -3.7113 -6.1866 -15.8770
H -4.5311 -4.5387 -16.1209
H -3.4212 -4.7521 -13.9499
H -5.1682 -4.6302 -13.8487
H -5.5504 -8.6501 -12.1259
H -4.4544 -8.2160 -10.8034
H -3.6783 -8.6710 -12.3436
C -5.7638 -19.2107 -12.0905
C -4.5936 -18.6787 -11.2793
O -4.3537 -17.3106 -11.6351
C -4.1127 -16.4351 -10.6828
C -4.0742 -14.9949 -11.1143
O -3.9790 -16.6981 -9.5074
H -6.1429 -20.2277 -11.9904
H -5.5188 -19.0318 -13.1374
H -6.5877 -18.5188 -11.9159
H -5.0063 -18.8713 -10.2890
H -3.7467 -19.3490 -11.4260
H -4.0079 -14.4825 -10.1545
H -5.0368 -14.7859 -11.5809
H -3.1972 -14.8327 -11.7409
C -12.8584 -12.4328 -3.2254
C -11.6818 -13.3917 -3.2363
O -11.0589 -13.4465 -4.5199
C -10.1054 -12.5030 -4.8956
C -9.3947 -12.8202 -6.2451
O -9.8054 -11.5654 -4.2062
H -13.6057 -12.6787 -2.4710
H -13.3678 -12.3436 -4.1850
H -12.5234 -11.4134 -3.0340
H -11.0268 -13.2705 -2.3735
H -11.9720 -14.4345 -3.1087
H -9.6825 -12.1503 -7.0553
H -9.6320 -13.8495 -6.5141
H -8.3471 -12.6269 -6.0142
C -11.2949 -16.5275 -10.8315
C -10.9082 -15.1731 -11.3745
C -11.9972 -14.1690 -11.8262
O -9.6476 -14.9988 -11.5535
H -12.0841 -17.0166 -11.4025
H -11.7147 -16.4563 -9.8281
H -10.4216 -17.1786 -10.7930
H -12.7003 -14.8090 -12.3593
H -11.7070 -13.2884 -12.3993
H -12.2817 -13.8444 -10.8253
Br -7.3843 -17.2058 -1.7046
C -7.7515 -18.6615 -2.9859
C -7.3936 -18.1106 -4.3157
Br -7.7847 -19.6322 -5.5782
H -8.8254 -18.7808 -2.8426
H -7.2361 -19.5427 -2.6037
H -6.3207 -17.9224 -4.3560
H -7.9428 -17.2017 -4.5614
Br -5.0004 -15.1945 -17.8838
C -5.7735 -16.8247 -17.0800
C -7.2714 -16.8763 -17.4376
Br -7.6675 -18.7616 -17.2465
H -5.6662 -16.6505 -16.0094
H -5.2347 -17.7232 -17.3808
H -7.5572 -16.5554 -18.4393
H -7.8321 -16.4450 -16.6083
Br 2.9739 -15.9864 -4.8776
C 1.7442 -17.4982 -4.2967
C 0.8123 -17.8588 -5.4169
Br -0.5721 -19.1472 -4.8038
H 1.1312 -17.1275 -3.4751
H 2.4209 -18.2734 -3.9373
H 1.2983 -18.3006 -6.2867
H 0.1369 -17.1174 -5.8438